The following is a quantum chemistry calculation of C24H37AsOP2Tb as an isolated structure in a non-equilibrium geometry, from the Open Molecules 2025 dataset.

Calculated values
E_LUMO (alpha / beta), eV: -2.871 / -2.862
Total charge: +1
Expectation value of S²: 12.697
Multiplicity: 7

Last column: Löwdin charge in e.
Positions of all 66 atoms, in Å:
1 Tb 0.133 -0.015 -2.265  0.620
2 H -3.025 -0.450 -2.713  0.047
3 H -3.027 0.292 -2.708  0.047
4 P 0.467 -2.531 -2.619  0.550
5 P 0.468 2.504 -2.565  0.554
6 C 0.676 3.290 -1.004  -0.271
7 H 0.854 4.349 -1.194  0.061
8 H -0.220 3.177 -0.374  0.050
9 H 1.518 2.880 -0.433  0.031
10 C 1.870 2.924 -3.580  -0.271
11 H 1.764 2.501 -4.591  0.054
12 H 1.892 4.011 -3.626  0.045
13 H 2.807 2.545 -3.151  0.052
14 C -0.980 3.168 -3.333  -0.272
15 H -1.868 3.032 -2.698  0.050
16 H -0.794 4.231 -3.475  0.051
17 H -1.185 2.696 -4.307  0.061
18 C 1.967 -2.928 -3.497  -0.273
19 H 1.975 -4.012 -3.598  0.045
20 H 1.983 -2.450 -4.487  0.054
21 H 2.854 -2.594 -2.944  0.049
22 C 0.493 -3.379 -1.084  -0.285
23 H -0.457 -3.264 -0.540  0.036
24 H 0.660 -4.437 -1.295  0.060
25 H 1.290 -3.015 -0.414  0.060
26 C -0.896 -3.142 -3.575  -0.273
27 H -0.987 -2.621 -4.540  0.057
28 H -0.703 -4.200 -3.744  0.050
29 H -1.847 -3.023 -3.036  0.048
30 H 0.514 -0.022 -4.150  -0.178
31 H 2.049 -0.020 -1.996  -0.145
32 O -0.834 -0.074 -0.449  -0.709
33 As -0.396 -0.049 1.325  1.373
34 C -2.119 0.256 2.085  -0.322
35 C -2.608 -0.591 3.082  -0.091
36 C -3.852 -0.361 3.668  -0.067
37 C -4.623 0.715 3.263  -0.072
38 C -4.157 1.566 2.277  -0.068
39 C -2.912 1.344 1.683  -0.098
40 C 0.353 -1.725 1.945  -0.318
41 C -0.396 -2.913 1.943  -0.142
42 C 0.138 -4.086 2.473  -0.069
43 C 1.398 -4.090 3.033  -0.067
44 C 2.138 -2.923 3.069  -0.059
45 C 1.608 -1.751 2.531  -0.091
46 C 0.799 1.429 1.700  -0.329
47 C 2.153 1.396 1.351  -0.143
48 C 3.000 2.434 1.726  -0.074
49 C 2.517 3.503 2.455  -0.069
50 C 1.186 3.544 2.817  -0.062
51 C 0.328 2.506 2.449  -0.094
52 H -2.007 -1.452 3.423  0.103
53 H -4.217 -1.045 4.458  0.124
54 H -5.608 0.892 3.729  0.125
55 H -4.770 2.427 1.950  0.124
56 H -2.552 2.025 0.897  0.112
57 H -1.413 -2.923 1.502  0.124
58 H -0.463 -5.019 2.450  0.130
59 H 1.819 -5.020 3.461  0.128
60 H 3.145 -2.911 3.528  0.127
61 H 2.223 -0.827 2.594  0.105
62 H 2.553 0.547 0.759  0.108
63 H 4.075 2.398 1.440  0.133
64 H 3.194 4.328 2.753  0.128
65 H 0.789 4.395 3.406  0.127
66 H -0.732 2.552 2.760  0.109

The following is a quantum chemistry calculation of a 5-piece molecular cluster, C4H16O4 overall in a non-equilibrium geometry, from the Open Molecules 2025 dataset.

Calculated values
Energy relative to the best compared isomer or geometry (same formula, charge and spin), kcal per mole: 27.3
E_LUMO, eV: 0.566
Structure (SMILES): C=CCC.O.O.O.O

Last column: natural (NBO) charge in e.
Positions of all 24 atoms, in Å:
1 C -1.808 -0.521 -0.522  -0.431
2 C -0.857 0.313 -0.124  -0.171
3 C -0.967 1.291 1.054  -0.460
4 C 0.329 2.046 1.252  -0.622
5 H -1.670 -1.207 -1.348  0.202
6 H -2.765 -0.563 -0.006  0.192
7 H 0.150 0.231 -0.512  0.217
8 H -1.790 1.968 0.827  0.220
9 H -1.164 0.652 1.907  0.212
10 H 0.461 2.881 0.543  0.216
11 H 0.316 2.618 2.184  0.212
12 H 1.244 1.473 1.085  0.218
13 O 1.966 -2.083 1.889  -0.946
14 H 2.382 -2.485 2.658  0.471
15 H 1.576 -1.259 2.195  0.476
16 O -2.557 2.426 -1.721  -0.956
17 H -2.286 1.703 -1.135  0.480
18 H -2.878 2.008 -2.534  0.468
19 O 2.585 -0.390 -1.172  -0.965
20 H 2.022 -1.042 -1.608  0.493
21 H 3.343 -0.186 -1.728  0.473
22 O 1.024 -3.136 -1.326  -0.961
23 H 0.145 -3.495 -1.476  0.471
24 H 1.199 -3.246 -0.382  0.492

The following is a quantum chemistry calculation of C12H7CuN2O5 as an isolated structure in a non-equilibrium geometry, from the Open Molecules 2025 dataset.

Calculated values
E_LUMO (alpha / beta), eV: -3.798 / -3.744
Total charge: +1
Expectation value of S²: 0.759
Multiplicity: 2

Last column: natural (NBO) charge in e.
Positions of all 27 atoms, in Å:
1 O 0.296 -0.389 -7.182  -0.469
2 C 0.360 -0.385 -6.035  0.477
3 Cu -0.431 -0.369 -1.492  0.843
4 O 2.184 -0.393 -3.400  -0.424
5 C 1.141 -0.400 -2.906  0.472
6 C -2.556 -0.456 -1.306  0.463
7 O -3.475 -0.436 -0.590  -0.418
8 C -0.723 -2.420 -2.009  0.467
9 O -0.677 -3.569 -1.946  -0.423
10 C -0.687 1.633 -2.027  0.470
11 O -0.733 2.781 -2.028  -0.409
12 H -1.312 -0.490 -2.817  -0.181
13 N 1.757 -1.158 1.864  -0.497
14 C 1.388 -1.349 0.586  0.254
15 N 0.422 -0.498 0.286  -0.648
16 C 0.133 0.286 1.385  0.156
17 C -0.812 1.309 1.582  -0.240
18 C -0.879 1.906 2.848  -0.177
19 C -0.030 1.488 3.878  -0.186
20 C 0.906 0.461 3.657  -0.210
21 C 0.983 -0.122 2.421  0.089
22 H 2.477 -1.704 2.293  0.438
23 H 1.837 -2.090 -0.089  0.232
24 H -1.449 1.587 0.732  0.214
25 H -1.578 2.698 3.053  0.235
26 H -0.130 1.985 4.821  0.238
27 H 1.587 0.093 4.422  0.234

For reference, electronic energy by record: -4754.49876, -462.91843, -2587.32649 Eh.